(1)
Below is a 9-piece molecular cluster, C29H58BrN18O11PS overall, with properties calculated with the ωB97M-V functional and the def2-TZVPD basis.

## Properties
* charge: 0
* E_tot: -6266.95679 a.u.
* M: 977.84 g/mol
* HOMO: -7.189 eV

XYZ file:
```
119
Properties=species:S:1:pos:R:3:mulliken_charge:R:1
C 3.05727 1.30526 2.81988 -0.42
C 2.57335 0.46141 4.00948 -0.24
O 1.28569 0.77976 4.50845 -0.65
C 2.69680 -1.01482 3.65655 -1.45
C 1.52877 -1.62200 2.88652 0.87
C 1.45581 -3.00553 2.90430 -0.86
C 0.41833 -3.66287 2.28340 0.31
C 0.24989 -5.14737 2.24398 -1.78
C 0.47001 -5.69639 0.81808 -0.73
C 1.35271 -4.77636 -0.02825 -0.20
Br 1.74028 -5.69515 -1.71014 -0.21
C -0.53494 -2.92268 1.64900 1.17
C -0.48938 -1.55498 1.58135 -1.82
C 0.56008 -0.91994 2.19935 1.01
N -1.51041 -0.83907 0.87257 0.88
C -2.83783 -1.21511 1.30601 -0.95
C -3.76639 -0.24428 1.65601 1.19
P -3.32682 1.55519 1.59458 -0.13
N -2.60188 1.77994 0.06436 -0.25
O -2.00452 1.63260 2.58555 -0.47
C -5.00669 -0.66360 2.06672 -1.47
C -5.35212 -1.99029 2.12918 -0.84
C -4.45312 -2.96671 1.77672 0.69
C -4.80865 -4.41808 1.87079 -2.04
C -5.40676 -4.89866 0.53914 0.55
C -6.82769 -4.52673 0.32279 -0.62
O -5.66134 -3.92580 -0.38246 -0.38
C -3.19285 -2.54440 1.35986 1.03
S -1.93183 -3.70197 0.88046 -0.15
H 2.92719 0.70435 1.93585 -0.43
H 2.50357 2.23614 2.74534 0.22
H 4.11115 1.48524 2.93571 0.54
H 3.27329 0.65982 4.82126 0.55
H 0.89627 1.46247 3.95887 0.36
H 3.64643 -1.20309 3.16436 0.37
H 2.74485 -1.56918 4.59309 0.65
H 2.19114 -3.58779 3.43675 0.56
H -0.80274 -5.30780 2.46859 0.29
H 0.80456 -5.66054 3.02186 0.52
H -0.48686 -5.77890 0.31674 0.43
H 0.95427 -6.66386 0.85924 0.56
H 0.86627 -3.85477 -0.31177 0.07
H 2.27872 -4.58364 0.49719 0.46
H 0.60392 0.15555 2.13918 -0.58
H -1.45715 -1.14507 -0.10077 0.35
H -2.92411 1.13275 -0.64081 -0.06
H -1.59863 1.74027 0.17965 0.32
H -1.21220 1.49449 2.04222 0.14
H -5.76056 0.05102 2.36712 0.55
H -6.33333 -2.27972 2.47060 0.56
H -3.93081 -5.02912 2.03877 0.27
H -5.58692 -4.57427 2.60621 0.53
H -5.10370 -5.86639 0.18971 0.44
H -7.31129 -4.95046 -0.54065 0.33
H -7.23949 -3.68956 0.85802 0.11
C 6.23373 -0.06684 0.65844 0.68
O 5.45167 0.40726 1.47496 -0.57
N 6.65866 0.62968 -0.43125 -0.31
N 6.72703 -1.33558 0.78372 -0.41
H 7.29309 0.25301 -1.10873 0.11
H 6.31646 1.57568 -0.56800 0.22
H 6.42708 -1.86983 1.57722 0.23
H 7.36412 -1.74912 0.13077 0.14
C 6.43405 3.34774 -2.99364 0.72
O 6.58590 2.93078 -1.85105 -0.75
N 7.26273 2.98604 -4.01306 -0.41
N 5.42837 4.20118 -3.32921 -0.38
H 7.15929 3.31395 -4.95428 0.16
H 8.01559 2.36093 -3.79558 0.21
H 4.80319 4.48594 -2.59917 0.19
H 5.28562 4.55383 -4.25625 0.16
C 0.60908 -1.63946 -4.52602 0.68
O 0.75382 -0.67398 -5.25648 -0.68
N 1.54530 -2.03911 -3.62865 -0.24
N -0.55603 -2.36573 -4.53333 -0.38
H 1.45221 -2.84167 -3.02778 0.08
H 2.37350 -1.47454 -3.55628 0.21
H -1.26492 -2.05738 -5.17144 0.23
H -0.74130 -3.14421 -3.92895 0.15
C -3.42400 1.02962 -3.14044 0.80
O -4.18668 1.83437 -2.62422 -0.63
N -3.49723 -0.31346 -2.90276 -0.21
N -2.42656 1.41162 -3.99676 -0.40
H -2.87194 -0.97824 -3.31762 0.15
H -4.20855 -0.63583 -2.26691 0.06
H -2.34095 2.39075 -4.19146 0.19
H -1.78266 0.77213 -4.42618 0.13
C 2.69780 0.15149 -1.79499 0.21
O 1.75088 -0.10362 -2.52282 -0.77
N 2.66874 -0.01560 -0.44793 0.39
N 3.88529 0.63870 -2.29059 -0.05
H 3.45134 0.18805 0.15346 -0.02
H 1.82414 -0.36771 -0.03199 -0.32
H 3.94284 0.77653 -3.28179 0.20
H 4.68320 0.84996 -1.71679 0.11
C 1.25326 3.03344 0.60681 0.05
O 0.50695 2.06992 0.53192 -0.28
N 2.38120 3.13850 -0.14738 -0.13
N 1.01331 4.07996 1.45407 -0.38
H 3.00732 3.91976 -0.09541 0.14
H 2.58597 2.38168 -0.77664 0.07
H 0.18824 4.03324 2.02617 0.19
H 1.61837 4.87927 1.53302 0.22
C -8.10032 0.65721 0.42618 0.67
O -8.04009 0.38394 1.61584 -0.62
N -7.23942 0.12504 -0.48790 -0.20
N -9.04319 1.51193 -0.08116 -0.42
H -7.26948 0.32227 -1.47061 0.17
H -6.54124 -0.51116 -0.14769 0.06
H -9.69092 1.91635 0.56737 0.23
H -9.11179 1.74678 -1.05211 0.15
C 1.44391 7.96418 -0.05852 0.68
O 2.19722 7.89690 0.89883 -0.64
N 1.45647 9.01632 -0.93202 -0.39
N 0.53284 6.98432 -0.32759 -0.29
H 0.84563 9.08874 -1.72246 0.16
H 2.11700 9.74941 -0.75598 0.23
H 0.51209 6.20918 0.30727 0.13
H -0.09881 6.99834 -1.10530 0.17
```

***

(2)
Below is a 9-piece molecular cluster, C29H58F15N6O15S2 overall, with properties calculated with the ωB97M-V functional and the def2-TZVPD basis.

## Properties
* charge: +1
* E_tot: -4890.22183 a.u.
* M: 1079.91 g/mol
* HOMO: -5.963 eV

XYZ file:
```
125
Properties=species:S:1:pos:R:3:mulliken_charge:R:1
C 2.67942 3.42585 -0.98403 0.46
F 1.72693 3.39996 -2.00582 -0.20
F 3.78913 3.79433 -1.49411 -0.15
F 2.24677 4.41772 -0.07537 -0.21
S 2.65340 1.66076 -0.09480 0.27
O 2.63930 0.56980 -1.13332 -0.14
O 3.87879 1.54096 0.74359 -0.54
N 1.08652 1.90629 0.72036 -0.48
S 0.35175 0.58639 0.39541 0.17
O -0.18925 0.37848 -0.96653 0.08
O 1.01433 -0.53725 0.88243 -0.50
C -1.30907 0.80859 1.47230 -0.06
F -1.73649 2.03484 1.21692 -0.16
F -2.15907 -0.18477 1.13842 0.06
F -0.89417 0.74802 2.72003 -0.10
C 2.69482 2.57995 3.43034 -0.63
C 1.43613 3.17754 3.90704 0.35
O 1.13661 3.19744 5.05820 -0.44
N 0.38917 3.44289 2.77559 0.87
H 0.57854 2.85210 1.97860 -0.30
H -0.54462 3.12406 2.99118 0.49
C 0.25421 4.87680 2.37621 -0.78
H 3.03056 3.12766 2.54977 0.17
H 2.58793 1.51199 3.24021 0.25
H 3.41707 2.76510 4.22543 0.49
H 1.22505 5.12342 1.94638 0.32
H 0.22929 5.61626 3.17665 0.33
H -0.58249 4.85278 1.67804 0.34
C 1.98315 -0.05873 -4.60338 -0.73
C 3.40027 0.30783 -4.44509 0.42
O 3.80264 1.45435 -4.55838 -0.55
N 4.29195 -0.84789 -4.36798 0.40
H 3.73511 -1.66330 -4.15554 -0.10
H 4.56675 -1.00963 -5.32632 0.42
C 5.29597 -0.78835 -3.26275 -0.81
H 1.47249 0.77569 -5.08406 0.38
H 1.52714 -0.10292 -3.61434 -0.02
H 1.56700 -0.89316 -5.16786 0.42
H 6.12183 -0.13632 -3.54720 0.39
H 5.81129 -1.74508 -3.34777 0.46
H 4.99286 -0.61383 -2.23040 0.24
C -2.04741 1.40171 -3.05342 0.01
C -2.77427 1.84689 -4.28699 0.35
O -2.48471 1.52243 -5.43845 -0.44
N -3.84237 2.94835 -4.01054 -0.40
H -4.72458 2.56057 -3.70814 0.38
H -3.53403 3.45529 -3.19321 0.49
C -3.83456 3.86506 -5.21575 -0.93
H -1.01135 1.72175 -3.16412 0.12
H -1.92797 0.31834 -3.06395 0.23
H -2.61467 1.76828 -2.19788 -0.03
H -4.52557 3.35100 -5.88384 0.35
H -2.90347 4.23195 -5.64768 0.34
H -4.13036 4.83174 -4.80814 0.45
C -4.71149 2.87374 1.72371 -0.98
C -6.13838 3.20908 2.03352 0.29
O -6.68019 3.22400 3.14668 -0.42
N -6.97518 3.51396 0.78540 -0.25
H -7.74363 4.14242 0.97143 0.36
H -6.30495 3.93500 0.15800 0.44
C -7.27236 2.13610 -0.05459 -0.64
H -4.41530 2.30043 0.84525 0.24
H -4.31202 2.38106 2.61015 0.31
H -4.11454 3.75071 1.47337 0.55
H -6.37548 1.51689 -0.07220 0.17
H -7.68963 2.37208 -1.03352 0.40
H -8.08499 1.68734 0.51667 0.37
C 8.33396 0.99766 3.41513 -1.21
C 7.37298 0.63023 2.38815 0.69
O 6.29568 0.04467 2.47646 -0.38
N 7.85289 1.05644 1.00671 -0.13
H 8.57142 1.75860 1.11041 0.41
H 8.27429 0.29629 0.49221 0.33
C 6.75988 1.76894 0.18630 -0.95
H 9.36005 0.86830 3.07088 0.37
H 8.13548 0.53825 4.38346 0.35
H 8.15709 2.06720 3.52865 0.36
H 6.08024 0.95391 -0.06248 0.43
H 7.29696 2.22558 -0.64504 0.41
H 6.33444 2.55806 0.80629 0.33
C -6.78177 -2.38756 1.89776 -0.01
O -5.83224 -2.85024 0.95291 -0.29
O -7.53689 -3.55744 2.24305 -0.83
C -5.98730 -1.64774 3.11089 0.78
F -5.47398 -2.38453 4.04164 -0.26
F -5.08971 -0.82394 2.61636 -0.17
F -6.83629 -0.75752 3.62069 -0.31
C -5.51732 -2.11999 -0.22765 0.26
C -4.16104 -2.58069 -0.78843 -1.16
H -3.29547 -2.30086 -0.18796 0.09
H -4.25089 -3.59352 -1.18112 0.46
H -3.92452 -2.10811 -1.74175 0.39
H -5.43993 -1.04764 -0.04829 -0.16
H -6.15742 -2.37436 -1.07245 0.29
H -7.42107 -1.74660 1.29066 0.03
C 2.04357 -3.94282 -3.67850 0.38
O 1.53309 -3.88770 -2.33794 -0.19
O 3.39491 -3.60916 -3.61035 -1.01
C 1.50880 -5.31641 -4.40012 0.75
F 1.95518 -5.37400 -5.61514 -0.26
F 1.77885 -6.37420 -3.63749 -0.25
F 0.18604 -5.18379 -4.51887 -0.29
C 0.26466 -3.32182 -2.08577 0.40
C -0.15016 -3.64784 -0.60980 -1.20
H -0.13579 -4.71776 -0.40204 0.48
H 0.38769 -3.18811 0.21933 0.16
H -1.22456 -3.56508 -0.44572 0.28
H -0.54680 -3.69338 -2.71152 0.27
H 0.39348 -2.24920 -2.23067 -0.18
H 1.78897 -3.12293 -4.35010 -0.33
C 1.90755 -4.77239 4.21137 0.15
O 1.08757 -3.70933 4.58111 -0.35
O 2.25941 -5.24631 5.46747 -0.82
C 1.30706 -5.91135 3.19090 0.72
F 1.34857 -5.52071 1.92819 -0.26
F 2.05379 -6.99806 3.14788 -0.29
F 0.06372 -6.23798 3.32325 -0.29
C 0.54780 -2.90169 3.49692 -0.01
C -0.30095 -1.87565 4.19358 -0.77
H 0.28053 -1.11124 4.70898 0.20
H -1.00899 -1.53160 3.43966 -0.05
H -0.84661 -2.38930 4.98511 0.40
H -0.13528 -3.51668 2.91101 0.19
H 1.30997 -2.56851 2.79250 0.27
H 2.80284 -4.34118 3.76345 0.13
```

***

(3)
Below is a 7-piece molecular cluster, C29H58F3N3O9PS overall, with properties calculated with the ωB97M-V functional and the def2-TZVPD basis.

## Properties
* charge: +1
* E_tot: -3019.81166 a.u.
* M: 712.83 g/mol
* HOMO: -10.866 eV

XYZ file:
```
104
Properties=species:S:1:pos:R:3:mulliken_charge:R:1
C -4.49566 0.64815 1.58744 -1.06
P -3.68206 -1.06251 1.88208 0.73
O -2.02303 -0.77332 2.30757 -0.41
C -3.75598 -1.88974 0.17488 -0.50
C -4.98784 -2.85336 -0.20784 -0.51
N -4.47892 -3.79039 -1.28512 -0.42
C -3.14932 -3.24322 -1.56749 0.19
N -2.50285 -3.16558 -2.73287 -0.08
S -0.93233 -2.43223 -2.84292 0.91
O -0.25304 -2.16236 -1.54677 -0.38
O 0.01721 -3.24661 -3.68917 -0.60
C -1.19977 -0.77407 -3.72424 0.71
F -2.60653 -0.53098 -3.70487 -0.24
F -0.88573 -1.01415 -5.06845 -0.19
F -0.47223 0.25560 -3.15688 -0.11
N -2.62587 -2.73493 -0.29295 0.03
H -3.72434 1.40244 1.22449 0.25
H -5.11092 0.99168 2.47559 0.36
H -5.20543 0.47328 0.69353 0.37
H -1.47443 -1.55290 2.04804 0.25
H -3.86135 -1.01936 -0.58309 0.14
H -5.33611 -3.41727 0.73451 0.35
H -5.77322 -2.12133 -0.61994 0.31
H -4.51582 -4.78035 -1.00936 0.34
H -3.02272 -3.52521 -3.56183 0.33
H -2.57521 -3.61226 0.25858 0.26
C -0.88724 4.67556 -4.85695 0.15
C -1.09084 3.17756 -4.79802 -0.72
C -1.15569 2.92784 -3.30350 -0.06
O -1.70904 4.10736 -2.70895 -0.44
C -1.72949 5.15397 -3.69089 -0.63
H -1.18356 5.12222 -5.80763 0.41
H 0.16623 4.91398 -4.67956 -0.27
H -2.04712 2.91402 -5.26315 0.37
H -0.30235 2.60650 -5.29204 0.35
H -0.15562 2.77738 -2.88170 0.18
H -1.77427 2.06553 -3.04925 0.05
H -2.77119 5.31146 -3.99135 0.33
H -1.35076 6.07873 -3.25048 0.29
C -6.68448 -3.03710 5.75107 -0.57
C -5.48841 -2.24011 6.22344 -0.54
C -4.35532 -2.88287 5.44838 -0.32
O -4.91171 -3.35063 4.21082 -0.34
C -6.34167 -3.28602 4.29553 -0.39
H -7.63643 -2.52024 5.88181 0.33
H -6.73405 -3.98790 6.29130 0.26
H -5.59900 -1.19272 5.92412 0.24
H -5.33743 -2.27189 7.30334 0.35
H -3.94945 -3.74864 5.98191 0.29
H -3.53902 -2.18600 5.24355 0.19
H -6.67804 -2.45703 3.66138 0.22
H -6.77471 -4.21407 3.91470 0.30
C 3.81100 7.02988 -3.62269 -0.57
C 3.83173 6.07027 -2.45291 -0.57
C 2.49539 5.36850 -2.59694 -0.40
O 2.18822 5.34463 -3.99831 -0.36
C 3.09807 6.21648 -4.68504 -0.45
H 4.80167 7.36297 -3.93551 0.34
H 3.21731 7.91359 -3.36725 0.27
H 4.64725 5.35063 -2.57814 0.26
H 3.95386 6.55905 -1.48513 0.35
H 1.69865 5.92175 -2.08830 0.24
H 2.51354 4.34773 -2.20772 0.28
H 3.80197 5.59199 -5.24550 0.29
H 2.54670 6.84008 -5.39207 0.27
C -0.29503 2.87579 2.96857 -0.60
C 0.24567 3.10626 4.36315 -0.56
C -1.02713 3.24042 5.17662 -0.51
O -2.01850 2.42917 4.53151 -0.44
C -1.52595 2.03422 3.24380 0.45
H 0.41339 2.38714 2.29735 0.36
H -0.58741 3.83154 2.52108 0.29
H 0.80882 2.22702 4.69256 0.25
H 0.89667 3.97812 4.44398 0.37
H -1.38964 4.27380 5.18031 0.28
H -0.90075 2.91235 6.21070 0.28
H -1.27647 0.97308 3.29316 -0.02
H -2.30626 2.17417 2.49320 -0.19
C 3.32368 -3.26659 0.22383 -0.35
C 3.86492 -4.21007 1.27361 -0.45
C 2.93483 -3.95097 2.44240 -0.58
O 1.66456 -3.57972 1.88582 -0.40
C 1.83121 -3.32897 0.48409 0.02
H 3.59029 -3.54569 -0.79710 0.36
H 3.69405 -2.25328 0.40990 0.19
H 3.75693 -5.24522 0.93265 0.24
H 4.91421 -4.03899 1.51836 0.24
H 3.28949 -3.11588 3.05524 0.30
H 2.81308 -4.82631 3.08420 0.30
H 1.36742 -4.15876 -0.06211 0.13
H 1.31849 -2.40409 0.21305 0.00
C 7.78968 -2.16319 -2.02804 -0.53
C 7.58079 -3.65939 -1.95718 -0.56
C 7.49451 -3.89494 -0.46207 -0.34
O 6.93550 -2.70592 0.11507 -0.38
C 6.93300 -1.67090 -0.87830 -0.38
H 7.50798 -1.72504 -2.98686 0.32
H 8.84146 -1.92579 -1.83882 0.25
H 6.63057 -3.92422 -2.43277 0.25
H 8.37364 -4.23732 -2.43445 0.34
H 8.48738 -4.04456 -0.02532 0.30
H 6.86934 -4.75454 -0.20854 0.25
H 5.89586 -1.51342 -1.19563 0.19
H 7.30857 -0.74276 -0.44226 0.30
```

***

> What is the formula in the first record?

C29H58BrN18O11PS